[1]
One molecule with the formula C8H13NO2 at a distorted geometry, computed with the ωB97M-V functional and the def2-TZVPD basis.

Orbital gap ... 10.311 eV
ΔE to the lowest compared entry with this formula, charge and spin ... 47.6 kcal/mol
E_HOMO ... -9.48 eV
Electronic energy ... -517.8071 Ha
Total charge ... 0
SMILES ... CC(C)(C)[C@H](O)c1ncco1
LUMO level ... 0.0307 Eh

Last column: natural (NBO) charge in e.
CARTESIAN COORDINATES (ANGSTROEM)
1 C -3.50 0.47 0.37  -0.102
2 C -3.09 -0.82 0.38  0.008
3 C -1.41 0.52 0.01  0.496
4 C 2.49 0.52 -0.47  -0.619
5 C 0.86 -1.30 -1.18  -0.596
6 C 1.18 -0.68 1.28  -0.610
7 C 0.03 0.94 -0.37  0.064
8 C 1.07 -0.16 -0.15  -0.051
9 N -2.46 1.29 0.09  -0.504
10 O -1.70 -0.75 0.17  -0.417
11 O 0.35 2.14 0.32  -0.719
12 H -4.53 0.96 0.51  0.229
13 H -3.45 -1.89 0.61  0.234
14 H 2.56 1.27 0.30  0.232
15 H 2.60 0.69 -1.56  0.212
16 H 3.39 -0.07 -0.08  0.209
17 H 1.79 -1.48 -1.59  0.208
18 H 0.16 -0.98 -2.02  0.205
19 H 0.61 -2.12 -0.64  0.211
20 H 0.25 -0.67 1.72  0.208
21 H 1.55 -1.73 1.30  0.212
22 H 1.75 0.01 1.94  0.215
23 H -0.06 1.14 -1.42  0.183
24 H -0.42 2.69 0.47  0.492


[2]
An isolated ion of composition C6H13N2 and charge +1 at a distorted geometry, computed with the ωB97M-V functional and the def2-TZVPD basis.

Orbital gap ... 9.981 eV
ΔE to the lowest compared entry with this formula, charge and spin ... 113.3 kcal/mol
E_HOMO ... -14.91 eV
Electronic energy ... -345.5154 Ha
Total charge ... +1
SMILES ... C=[N+]1CN1[C@H](C)CC
LUMO level ... -0.1813 Eh

Last column: natural (NBO) charge in e.
CARTESIAN COORDINATES (ANGSTROEM)
1 C 0.57 -0.80 1.82  -0.039
2 C 2.56 0.77 2.01  0.052
3 C -2.08 -1.27 -0.50  -0.611
4 C 0.49 1.62 -1.18  -0.609
5 C -1.37 0.03 -0.93  -0.377
6 C 0.12 0.21 -0.63  -0.073
7 N 0.20 0.15 0.84  -0.145
8 N 1.47 0.26 1.50  -0.129
9 H 0.06 -0.64 2.84  0.228
10 H 0.98 -1.86 1.76  0.239
11 H 3.21 1.54 1.43  0.249
12 H 3.01 0.31 2.86  0.231
13 H -3.05 -1.20 -0.91  0.237
14 H -1.58 -2.10 -0.89  0.217
15 H -2.13 -1.06 0.60  0.199
16 H 0.28 1.45 -2.26  0.242
17 H -0.19 2.41 -0.75  0.238
18 H 1.57 1.80 -1.10  0.216
19 H -1.26 0.08 -2.05  0.215
20 H -1.83 0.89 -0.48  0.213
21 H 0.70 -0.51 -1.17  0.207


[3]
One molecule with the formula C5H9NO at a distorted geometry, computed with the ωB97M-V functional and the def2-TZVPD basis.

Orbital gap ... 11.321 eV
ΔE to the lowest compared entry with this formula, charge and spin ... 28.4 kcal/mol
E_HOMO ... -10.81 eV
Electronic energy ... -325.8923 Ha
Total charge ... 0
SMILES ... CC(C)(C#N)CO
LUMO level ... 0.0189 Eh

Last column: natural (NBO) charge in e.
CARTESIAN COORDINATES (ANGSTROEM)
1 C 0.37 0.22 1.43  -0.585
2 C 0.34 0.01 -0.09  -0.188
3 C 0.13 1.36 -0.80  -0.592
4 C -0.74 -1.06 -0.46  -0.045
5 O -1.69 -1.30 0.57  -0.713
6 C 1.64 -0.53 -0.54  0.292
7 N 2.63 -1.00 -0.92  -0.331
8 H -0.59 0.64 1.75  0.220
9 H 0.50 -0.73 1.95  0.229
10 H 1.17 0.90 1.71  0.217
11 H 0.90 2.08 -0.50  0.223
12 H -0.85 1.79 -0.54  0.211
13 H 0.18 1.26 -1.89  0.221
14 H -1.24 -0.76 -1.39  0.174
15 H -0.24 -2.02 -0.65  0.193
16 H -2.51 -0.86 0.36  0.474


[4]
C28H29BCrNO3 as an isolated structure at a distorted geometry, computed with the ωB97M-V functional and the def2-TZVPD basis.

Orbital gap (spin up / spin down) ... 5.349 / 3.974 eV
Spin multiplicity ... 4
E_HOMO (spin up / spin down) ... -11.24 / -13.65 eV
Electronic energy ... -2433.3501 Ha
Total charge ... +2
⟨S²⟩ ... 3.78
LUMO level (spin up / spin down) ... -0.2166 / -0.3555 Eh

Last column: Löwdin spin population.
CARTESIAN COORDINATES (ANGSTROEM)
1 O -6.78 0.38 -2.13  0.037
2 C -6.49 1.50 -2.20  0.023
3 Cr -6.24 3.39 -2.08  0.831
4 C -6.89 3.09 -0.34  -0.011
5 O -7.36 2.87 0.72  -0.003
6 C -8.08 3.61 -2.52  0.019
7 O -9.24 3.65 -2.66  0.030
8 C -4.89 3.55 -3.76  0.028
9 C -4.18 3.19 -2.61  0.021
10 C -4.29 3.92 -1.44  0.003
11 C -5.14 5.06 -1.38  0.007
12 C -5.58 5.58 -0.06  0.035
13 C -6.10 5.80 1.04  0.018
14 C -6.51 6.16 2.34  0.184
15 C -5.65 5.57 3.46  0.278
16 C -5.59 6.18 4.75  0.095
17 C -4.77 5.65 5.76  0.065
18 C -3.98 4.46 5.54  0.337
19 C -4.09 3.81 4.28  0.058
20 C -4.93 4.36 3.30  0.131
21 C -5.80 5.45 -2.54  0.024
22 C -5.67 4.70 -3.72  0.007
23 H -4.83 2.95 -4.66  0.003
24 H -3.53 2.31 -2.64  0.000
25 H -3.79 3.59 -0.53  -0.001
26 H -6.67 7.27 2.54  0.020
27 H -6.06 7.16 4.91  0.001
28 H -4.75 6.07 6.72  0.000
29 H -3.48 3.96 6.36  0.014
30 H -3.58 2.89 4.11  -0.001
31 H -4.89 3.91 2.31  0.003
32 H -6.46 6.32 -2.52  0.001
33 H -6.19 5.02 -4.63  0.000
34 C -10.71 3.85 1.54  0.001
35 C -10.23 5.07 0.76  0.019
36 N -10.43 6.38 1.51  0.059
37 C -10.02 7.49 0.54  0.018
38 C -10.37 8.87 1.09  0.001
39 C -11.88 6.53 1.87  0.014
40 C -12.80 6.53 0.85  0.003
41 C -14.15 6.71 1.13  0.001
42 C -14.59 6.86 2.44  0.000
43 C -13.63 6.85 3.47  0.001
44 C -12.26 6.69 3.20  0.011
45 B -9.39 6.41 2.75  0.420
46 H -7.68 6.16 2.32  0.104
47 H -10.34 2.98 0.99  0.000
48 H -10.32 3.85 2.58  0.000
49 H -11.81 3.79 1.55  0.000
50 H -9.16 5.02 0.52  0.008
51 H -10.78 5.19 -0.17  0.001
52 H -8.93 7.36 0.41  0.009
53 H -10.58 7.29 -0.36  0.001
54 H -9.98 9.58 0.35  0.000
55 H -11.45 9.07 1.14  0.000
56 H -9.90 9.10 2.06  0.000
57 H -12.45 6.41 -0.18  0.001
58 H -14.84 6.71 0.31  0.000
59 H -15.67 7.00 2.65  0.000
60 H -13.97 6.97 4.50  0.000
61 H -11.54 6.69 4.02  0.007
62 H -9.39 7.56 3.28  0.032
63 H -9.62 5.46 3.55  0.033


[5]
An isolated ion of composition C2H3N6O2 and charge -1 at a distorted geometry, computed with the ωB97M-V functional and the def2-TZVPD basis.

Orbital gap (spin up / spin down) ... 5.410 / 6.504 eV
Spin multiplicity ... 3
E_HOMO (spin up / spin down) ... -1.68 / -3.47 eV
Electronic energy ... -556.7592 Ha
Total charge ... -1
⟨S²⟩ ... 2.02
LUMO level (spin up / spin down) ... 0.1370 / 0.1114 Eh

Last column: Löwdin spin population.
CARTESIAN COORDINATES (ANGSTROEM)
1 C 1.02 0.43 -0.98  0.538
2 C -1.13 -0.10 -0.04  0.377
3 N 0.05 0.38 -0.24  0.291
4 N -0.63 -2.38 0.26  0.408
5 N 2.25 0.65 -1.03  0.112
6 N -1.39 -1.43 0.31  0.076
7 N -2.43 0.66 -0.05  0.043
8 N 2.93 0.36 0.09  0.063
9 O 4.15 0.60 -0.05  0.039
10 O 2.43 -0.26 1.01  0.035
11 H -2.40 -1.43 0.77  -0.006
12 H -2.33 1.28 -0.83  0.007
13 H -2.51 1.22 0.78  0.017


[6]
C4H11NO3 as an isolated structure at a distorted geometry, computed with the ωB97M-V functional and the def2-TZVPD basis.

Orbital gap ... 5.659 eV
ΔE to the lowest compared entry with this formula, charge and spin ... 279.7 kcal/mol
E_HOMO ... -9.64 eV
Electronic energy ... -439.0802 Ha
Total charge ... 0
LUMO level ... -0.1462 Eh

Last column: natural (NBO) charge in e.
CARTESIAN COORDINATES (ANGSTROEM)
1 C -0.19 0.95 -0.80  0.012
2 C -1.00 0.25 0.12  0.205
3 C -1.21 -1.76 -1.45  -0.675
4 C -1.66 -0.35 -1.07  0.481
5 O -2.54 0.16 -1.72  -0.436
6 O 1.68 -0.76 -0.91  -1.044
7 N -0.42 -0.39 1.13  -0.707
8 H -0.17 2.03 -0.95  0.254
9 H 2.43 1.62 1.21  -0.018
10 H 0.80 0.43 -1.00  0.345
11 H 2.55 2.24 1.60  0.017
12 H -0.54 -1.55 -2.29  0.262
13 H -2.09 -2.30 -1.77  0.248
14 H -0.63 -2.24 -0.67  0.254
15 H 0.58 -0.52 0.87  0.446
16 H -0.27 0.44 1.98  0.442
17 H -0.16 1.63 3.53  0.456
18 H 2.50 -1.17 -0.62  0.469
19 O 0.33 1.28 2.78  -1.010


Among the records above, which one has the lowest electronic energy?
C28H29BCrNO3